# 1
68
Properties=species:S:1:pos:R:3:mulliken_spin:R:1 method="wB97M-V/def2-TZVPD" total_charge=+4 lumo_energy_ev="-12.982 / -15.579" s_squared=6.02 gap_ev="7.082 / 5.338" e_above_lowest_kj_mol=224.5 multiplicity=5 energy_ev=-67887.251
Os -0.46 0.38 0.05 2.30
P -1.54 -1.21 1.21 0.13
P 1.13 -1.02 -0.77 0.07
P -1.63 0.27 -1.85 0.00
H -2.72 5.18 0.52 0.07
C -3.26 4.40 0.00 0.54
C -3.43 3.14 0.63 0.11
H -3.74 3.12 1.67 0.03
C -1.14 -1.27 2.99 0.07
C -1.43 -3.01 0.80 0.06
C -3.38 -1.04 1.32 0.08
C 2.42 0.02 -1.56 0.05
C 1.88 -1.82 0.67 0.05
C 1.05 -2.40 -2.00 0.01
C -3.16 1.26 -2.03 0.01
C -2.21 -1.43 -2.31 0.07
C -0.68 0.78 -3.33 0.05
H -3.89 4.68 -0.83 0.00
H -3.80 2.32 0.03 0.06
H -1.86 -0.64 3.53 0.00
H -0.13 -0.88 3.19 0.01
H -1.23 -2.30 3.35 0.01
H -0.39 -3.36 0.79 0.00
H -1.89 -3.23 -0.17 0.00
H -1.97 -3.55 1.59 0.00
H -3.61 -0.29 2.10 0.00
H -3.82 -2.01 1.61 0.01
H -3.82 -0.72 0.37 0.00
H 3.15 -0.65 -2.04 0.01
H 2.91 0.63 -0.78 0.00
H 1.96 0.68 -2.32 -0.01
H 2.96 -1.82 0.50 0.00
H 1.52 -2.85 0.80 0.00
H 1.68 -1.26 1.59 -0.01
H 2.09 -2.75 -2.14 0.00
H 0.67 -2.06 -2.98 0.00
H 0.45 -3.24 -1.62 0.00
H -3.60 1.11 -3.02 0.00
H -2.97 2.33 -1.91 0.01
H -3.91 0.96 -1.29 -0.01
H -2.63 -1.39 -3.33 0.00
H -2.97 -1.78 -1.60 0.00
H -1.35 -2.12 -2.30 0.00
H -1.38 1.10 -4.12 0.01
H -0.06 -0.04 -3.71 0.00
H -0.03 1.63 -3.09 -0.01
C -0.35 3.93 0.58 -0.04
C 0.13 4.36 -0.66 0.03
C 0.90 5.53 -0.70 0.03
C 1.10 6.28 0.45 0.00
C 0.64 5.81 1.69 0.00
C -0.07 4.63 1.75 0.04
S -1.46 2.54 0.88 0.13
H -1.62 2.24 -0.47 0.07
H -0.11 3.79 -1.57 -0.04
H 1.31 5.82 -1.67 0.00
H 1.59 7.24 0.38 0.00
H 0.79 6.39 2.59 0.00
H -0.44 4.24 2.70 0.00
N 2.97 1.23 4.22 0.00
N 2.32 1.49 3.03 0.00
N 2.70 2.53 2.24 0.00
C 1.97 2.30 1.16 0.01
N 1.14 1.23 1.30 -0.03
N 1.41 0.68 2.51 0.01
H 3.06 0.23 4.36 0.00
H 3.85 1.74 4.23 0.00
H 2.04 2.98 0.32 -0.01

=====

# 2
67
Properties=species:S:1:pos:R:3:mulliken_spin:R:1 method="wB97M-V/def2-TZVPD" total_charge=+3 lumo_energy_ev="-11.152 / -12.695" s_squared=0.75 gap_ev="8.328 / 7.163" multiplicity=2 energy_ev=-133406.349
Co -0.15 0.02 0.43 -0.17
C -0.20 -2.23 2.09 0.00
C 0.53 -1.20 2.92 0.00
N 0.96 -0.10 2.01 0.02
C 1.08 1.23 2.68 0.00
C -0.30 1.78 3.00 0.00
S -1.48 1.32 1.68 0.00
C -2.48 0.01 2.49 0.00
C -2.46 -1.20 1.59 0.00
N -1.08 -1.53 1.11 0.01
H -0.78 -2.92 2.71 0.00
H 0.51 -2.82 1.51 0.00
H 1.41 -1.63 3.40 0.00
H -0.09 -0.78 3.71 0.00
H 1.88 -0.34 1.62 0.00
H 1.60 1.89 1.99 0.00
H 1.69 1.14 3.59 0.00
H -0.29 2.87 3.06 0.00
H -0.71 1.42 3.94 0.00
H -3.49 0.40 2.59 0.00
H -2.09 -0.17 3.49 0.00
H -3.06 -1.00 0.71 0.00
H -2.89 -2.07 2.09 0.00
H -1.20 -2.14 0.30 -0.01
C 3.20 -1.47 -2.12 0.06
C 2.37 -1.97 -0.94 -0.01
C 3.21 -2.03 0.32 0.01
C 1.70 -3.29 -1.25 0.00
O 1.31 -0.95 -0.72 0.19
Ge 0.70 0.19 -2.01 0.76
O -0.98 -0.22 -1.38 0.03
C -2.17 -0.53 -2.23 -0.03
C -3.23 0.52 -1.93 0.00
C -1.68 -0.43 -3.67 0.10
C -2.62 -1.95 -1.92 0.00
O 0.73 1.45 -0.67 0.04
C 1.06 2.89 -0.91 -0.02
C 0.13 3.74 -0.07 0.00
C 0.80 3.12 -2.39 0.07
C 2.51 3.11 -0.57 0.00
H 4.01 -2.17 -2.33 0.00
H 3.65 -0.50 -1.91 0.00
H 2.60 -1.43 -3.03 -0.01
H 4.11 -2.62 0.14 0.00
H 2.68 -2.51 1.15 0.00
H 3.56 -1.03 0.61 0.00
H 2.45 -4.06 -1.41 0.00
H 1.10 -3.22 -2.17 0.00
H 1.05 -3.62 -0.43 0.00
H -2.90 1.51 -2.25 0.00
H -3.47 0.55 -0.87 0.00
H -4.14 0.27 -2.47 0.00
H -1.30 0.58 -3.89 -0.02
H -2.49 -0.61 -4.37 0.00
H -0.91 -1.18 -3.88 -0.01
H -3.17 -2.02 -0.98 0.00
H -1.77 -2.64 -1.92 0.00
H -3.30 -2.29 -2.70 0.00
H -0.92 3.47 -0.23 0.00
H 0.25 4.79 -0.34 0.00
H 0.37 3.67 0.99 0.00
H -0.25 2.92 -2.65 0.00
H 1.47 2.51 -3.01 -0.01
H 1.00 4.16 -2.67 0.00
H 2.72 2.92 0.48 0.00
H 2.78 4.15 -0.76 0.00
H 3.16 2.48 -1.18 0.00

=====

# 3
73
Properties=species:S:1:pos:R:3:mulliken_charge:R:1 method="wB97M-V/def2-TZVPD" total_charge=-1 lumo_energy_ev=2.023 gap_ev=5.718 e_above_lowest_kj_mol=0.0 multiplicity=1 energy_ev=-46879.437
O -0.47 -0.83 -0.19 0.09
H -0.46 -1.83 0.00 0.42
H 0.46 -0.59 -0.56 0.13
H -0.71 -0.28 0.62 0.41
C 2.54 -1.72 -2.92 -0.60
C 1.87 -0.63 -2.33 0.45
C 1.00 0.29 -3.26 0.81
O 0.54 1.36 -2.78 -0.96
C 0.79 -0.10 -4.60 -0.92
C 1.47 -1.19 -5.15 0.40
C 2.42 -1.99 -4.29 0.41
O 3.13 -2.91 -4.75 -0.72
O 1.33 -1.47 -6.36 -0.76
O 1.88 -0.40 -1.08 -0.53
H 3.24 -2.25 -2.29 0.39
H 0.07 0.45 -5.19 0.36
O -1.25 0.39 2.08 -0.60
H -1.06 1.35 2.12 0.24
H -2.14 0.30 2.44 0.23
O -1.61 1.48 -0.97 -0.56
H -0.95 1.32 -1.68 0.42
H -2.26 2.07 -1.37 0.18
O 4.18 0.64 -0.08 -0.72
H 4.79 -0.04 -0.39 0.28
H 3.28 0.31 -0.39 0.25
C 2.22 -1.95 2.45 -0.62
O 0.84 -2.27 2.29 -0.11
C 0.61 -3.65 2.43 -0.63
C -0.68 -3.95 1.69 -0.96
N -0.77 -3.62 0.26 -0.27
C -2.07 -4.10 -0.20 -0.72
C -2.22 -4.09 -1.72 -0.81
O -2.32 -2.78 -2.25 -0.40
C -1.13 -2.31 -2.92 -0.27
H 2.85 -2.47 1.73 0.34
H 2.50 -2.25 3.46 0.35
H 2.37 -0.89 2.28 -0.06
H 0.50 -3.88 3.49 0.33
H 1.47 -4.21 2.04 0.45
H -1.51 -3.48 2.23 0.38
H -0.89 -5.02 1.87 0.44
H -0.09 -4.16 -0.27 0.23
H -2.93 -3.62 0.28 0.41
H -2.22 -5.17 0.03 0.40
H -3.22 -4.47 -1.93 0.42
H -1.43 -4.69 -2.19 0.38
H -0.26 -2.44 -2.28 -0.12
H -1.32 -1.28 -3.21 0.19
H -0.99 -2.93 -3.82 0.43
C -4.44 4.20 0.48 -0.81
O -3.07 4.26 0.21 -0.25
C -2.26 4.58 1.32 -0.67
C -0.80 4.40 0.94 -0.69
N -0.25 3.07 1.23 0.08
C 1.21 3.07 1.04 -0.47
C 1.93 3.80 2.18 -0.77
O 1.77 3.31 3.48 -0.43
C 1.91 1.92 3.60 -0.39
H -4.98 3.75 -0.35 0.25
H -4.91 5.19 0.53 0.31
H -4.66 3.62 1.38 0.33
H -2.50 3.90 2.15 0.25
H -2.39 5.64 1.60 0.38
H -0.26 5.22 1.42 0.34
H -0.65 4.62 -0.13 0.48
H -0.66 2.54 0.46 0.12
H 1.43 3.56 0.09 0.50
H 1.58 2.04 0.99 0.06
H 1.71 4.87 2.14 0.45
H 3.00 3.79 1.92 0.39
H 2.85 1.58 3.13 0.32
H 1.09 1.34 3.16 -0.06
H 1.96 1.69 4.66 0.37